Entry 1:
The following is a quantum chemistry calculation of C18H11Cl2N3O5ReS2 as an isolated structure, from the Open Molecules 2025 dataset.

net charge: +2
orbital gap (spin up / spin down): 7.019 / 7.013 eV
spin multiplicity: 2
expectation value of S²: 0.75
HOMO energy (spin up / spin down): -14.422 / -14.418 eV

Each line ends with the Löwdin spin population.
Geometry (Å):
Re1 -0.5099 -0.8568 0.2563  0.85
Cl1 -4.7715 -2.5878 -5.4062  0.00
C1 -3.8351 -1.9190 -4.1357  0.00
C2 -3.7067 -0.5339 -4.0289  0.00
C3 -2.9584 0.0365 -3.0133  0.00
Cl2 -2.8133 1.7420 -2.8966  0.00
C4 -2.3240 -0.7787 -2.0796  0.01
O1 -1.6233 -0.1820 -1.0837  0.07
C5 -2.4445 -2.1770 -2.1899  0.00
C6 -1.7860 -3.0644 -1.2877  0.00
O2 -1.0513 -2.7194 -0.3381  0.04
C7 -3.2077 -2.7410 -3.2250  0.00
H1 -4.1973 0.1091 -4.7475  0.00
H2 -1.9141 -4.1392 -1.4263  0.00
H3 -3.2973 -3.8160 -3.3089  0.00
O3 2.4991 -2.4784 -0.9756  0.00
C8 2.4971 -1.4347 -0.4118  0.00
N1 1.4380 -1.0230 0.4937  0.01
S1 1.7370 0.4530 1.1741  0.01
O4 0.4114 1.0659 0.8336  0.01
O5 2.0213 0.4623 2.5692  0.00
C9 3.1286 0.8324 0.1986  0.00
C10 3.9084 1.9720 0.2124  0.00
C11 5.0600 1.9492 -0.5659  0.00
C12 5.4142 0.8172 -1.2942  0.00
C13 4.6271 -0.3285 -1.2756  0.00
C14 3.4697 -0.3127 -0.5198  0.00
H4 3.6425 2.8415 0.7971  0.00
H5 5.6953 2.8236 -0.5959  0.00
H6 6.3222 0.8291 -1.8815  0.00
H7 4.8982 -1.2146 -1.8334  0.00
S2 -1.5161 -1.2144 2.2019  -0.02
C15 -1.5569 0.3858 2.9857  0.00
N2 -0.9524 0.4962 4.1867  0.00
C16 -0.9711 1.6495 4.8819  0.00
C17 -1.6220 2.7272 4.3417  0.00
C18 -2.2133 2.5508 3.0918  0.00
N3 -2.1824 1.3927 2.4321  0.00
H8 -0.4484 -0.3035 4.5586  0.00
H9 -0.4628 1.6560 5.8360  0.00
H10 -1.6680 3.6692 4.8668  0.00
H11 -2.7363 3.3640 2.6028  0.00

Entry 2:
The following is a quantum chemistry calculation of a 14-piece molecular cluster, C56H152N12O16 overall, from the Open Molecules 2025 dataset.

orbital gap: 8.786 eV
HOMO energy: -8.682 eV

Each line ends with the Löwdin charge.
Geometry (Å):
C1 1.8863 1.7301 2.4137  -0.08
O1 1.3772 1.6202 1.0504  -0.21
C2 -0.0521 1.6891 0.9010  -0.19
C3 -0.8166 0.4257 1.4585  -0.19
N1 -0.7745 -0.7949 0.6240  -0.05
C4 -1.6107 -0.6045 -0.5630  -0.21
C5 -1.8590 -1.9800 -1.3072  -0.21
O2 -0.7524 -2.7152 -1.7716  -0.17
C6 0.3813 -1.8912 -2.1255  -0.10
H1 1.3571 2.5251 2.9391  0.08
H2 2.8944 2.1409 2.3571  0.08
H3 1.7601 0.8131 2.9892  0.08
H4 -0.3056 1.8205 -0.1509  0.11
H5 -0.4745 2.5250 1.4586  0.11
H6 -1.8564 0.6961 1.6426  0.11
H7 -0.3846 0.1911 2.4313  0.10
H8 0.1935 -0.8237 0.3369  0.07
H9 -1.0976 0.0411 -1.2757  0.09
H10 -2.5846 -0.1428 -0.4003  0.12
H11 -2.5011 -1.7405 -2.1547  0.11
H12 -2.3521 -2.7067 -0.6615  0.12
H13 0.8186 -1.3152 -1.3100  0.06
H14 0.1951 -1.2390 -2.9787  0.09
H15 1.2809 -2.4609 -2.3588  0.09
C7 -14.6958 -9.2223 -8.8093  -0.14
O3 -13.3070 -9.1676 -8.6399  -0.20
C8 -12.6504 -10.0340 -9.6344  -0.18
C9 -11.1365 -10.1133 -9.2965  -0.18
N2 -10.5083 -8.7593 -9.4977  -0.06
C10 -9.1579 -8.6695 -8.9292  -0.22
C11 -8.4225 -7.3438 -9.0838  -0.18
O4 -9.0761 -6.3832 -8.1661  -0.21
C12 -8.3073 -5.1975 -8.0572  -0.13
H16 -15.0179 -8.3658 -8.2170  0.09
H17 -15.1095 -10.1078 -8.3268  0.09
H18 -15.0560 -9.0831 -9.8286  0.09
H19 -12.7699 -9.5889 -10.6222  0.12
H20 -12.9953 -11.0650 -9.5555  0.11
H21 -10.6102 -10.8966 -9.8419  0.11
H22 -11.0658 -10.3217 -8.2290  0.11
H23 -11.0157 -8.0417 -8.9999  0.09
H24 -8.5557 -9.4031 -9.4651  0.11
H25 -9.2082 -8.9105 -7.8673  0.12
H26 -8.3240 -6.8704 -10.0607  0.12
H27 -7.3845 -7.4769 -8.7790  0.11
H28 -8.8841 -4.5729 -7.3751  0.09
H29 -8.2350 -4.6915 -9.0199  0.08
H30 -7.2972 -5.3979 -7.6997  0.08
C13 10.5451 0.7535 1.4160  -0.06
C14 9.5842 1.9517 1.3647  -0.46
C15 10.0074 3.0841 2.3845  -0.22
O5 10.2208 2.5713 3.6804  -0.17
C16 10.1880 3.6304 4.6240  -0.11
N3 9.5470 2.5610 0.0862  0.03
H31 10.2862 -0.0518 0.7286  0.07
H32 10.5181 0.3252 2.4180  0.07
H33 11.5446 1.0809 1.1297  0.08
H34 8.5724 1.6592 1.6453  0.14
H35 9.3073 3.9100 2.2587  0.12
H36 10.8923 3.5952 2.0053  0.12
H37 9.2356 4.1369 4.7805  0.09
H38 11.0414 4.2924 4.4769  0.09
H39 10.4315 3.1666 5.5798  0.08
H40 10.5277 2.7319 -0.0848  0.07
H41 9.4291 1.7414 -0.4922  0.07
C17 1.4253 -6.6257 1.9676  -0.07
C18 2.5199 -6.5256 3.0092  -0.45
C19 3.1370 -5.1341 3.0646  -0.26
O6 3.5731 -4.7829 1.8193  -0.19
C20 4.1781 -3.4402 1.7077  -0.05
N4 1.9674 -6.8893 4.2895  0.03
H42 1.7172 -6.4692 0.9291  0.08
H43 0.6047 -5.9390 2.1754  0.08
H44 0.9658 -7.6132 2.0092  0.07
H45 3.3154 -7.2535 2.8491  0.14
H46 3.9172 -4.9406 3.8008  0.12
H47 2.3606 -4.4158 3.3278  0.12
H48 4.9424 -3.2459 2.4601  0.08
H49 3.4359 -2.6702 1.9183  0.08
H50 4.5878 -3.3343 0.7032  0.09
H51 1.2176 -6.2219 4.4006  0.06
H52 1.4554 -7.7560 4.2071  0.07
C21 4.0756 9.4498 2.7958  -0.05
C22 5.0074 10.3007 1.8452  -0.44
C23 5.3103 11.7179 2.4702  -0.19
O7 4.1090 12.4525 2.6329  -0.20
C24 4.1322 13.4522 3.6664  -0.10
N5 6.2086 9.6496 1.4907  0.02
H53 3.6398 8.6101 2.2544  0.07
H54 3.2658 10.0471 3.2147  0.07
H55 4.6706 9.0696 3.6261  0.07
H56 4.4242 10.4123 0.9311  0.13
H57 6.0305 12.2390 1.8393  0.12
H58 5.7682 11.6091 3.4534  0.12
H59 3.2177 14.0452 3.6501  0.08
H60 4.9046 14.2123 3.5499  0.08
H61 4.2946 13.0198 4.6537  0.08
H62 6.7130 10.2026 0.8125  0.07
H63 5.9299 8.8421 0.9519  0.08
C25 2.5097 -0.7905 9.0787  -0.04
C26 3.0346 -2.2388 8.6887  -0.42
C27 4.1342 -2.7646 9.6617  -0.18
O8 5.2551 -1.8842 9.8049  -0.20
C28 6.0316 -1.6103 8.6112  -0.09
N6 1.9230 -3.1650 8.5519  0.01
H64 3.2149 0.0352 8.9835  0.06
H65 2.2370 -0.8143 10.1337  0.07
H66 1.6482 -0.4338 8.5141  0.06
H67 3.4006 -2.1672 7.6645  0.11
H68 4.5316 -3.7313 9.3525  0.12
H69 3.7438 -2.8918 10.6714  0.13
H70 7.0381 -1.2469 8.8187  0.08
H71 5.6082 -0.7935 8.0266  0.07
H72 6.0871 -2.4870 7.9659  0.08
H73 2.2634 -4.0453 8.1921  0.07
H74 1.2487 -2.8730 7.8589  0.07
C29 -5.5118 -3.2925 6.0233  -0.07
C30 -4.4114 -2.3285 6.4702  -0.44
C31 -4.3153 -2.2158 7.9811  -0.22
O9 -5.4440 -1.5288 8.5350  -0.20
C32 -5.4086 -1.5309 9.9973  -0.10
N7 -3.1151 -2.8238 6.0347  0.03
H75 -5.4952 -4.3164 6.3968  0.08
H76 -5.4448 -3.3352 4.9362  0.07
H77 -6.5231 -2.9857 6.2903  0.08
H78 -4.5786 -1.2931 6.1733  0.14
H79 -3.4095 -1.6585 8.2199  0.12
H80 -4.3775 -3.1515 8.5368  0.12
H81 -5.6434 -2.4798 10.4795  0.08
H82 -5.9848 -0.6726 10.3428  0.08
H83 -4.4636 -1.1955 10.4247  0.08
H84 -2.9385 -2.5572 5.0766  0.07
H85 -3.2914 -3.8183 6.0426  0.07
C33 4.4321 -4.6186 -9.1212  -0.06
C34 5.3146 -5.3415 -10.1525  -0.45
C35 5.8191 -6.7281 -9.8004  -0.19
O10 6.9505 -6.7117 -8.9178  -0.18
C36 7.4696 -7.9247 -8.5508  -0.15
N8 4.7371 -5.3157 -11.4742  0.03
H86 3.4749 -5.0528 -8.8328  0.07
H87 4.2600 -3.6110 -9.4997  0.07
H88 4.9452 -4.5039 -8.1664  0.07
H89 6.2269 -4.7764 -10.3433  0.14
H90 6.0580 -7.2852 -10.7062  0.12
H91 5.0130 -7.2879 -9.3260  0.12
H92 8.5315 -7.8621 -8.3132  0.09
H93 7.4616 -8.6759 -9.3406  0.08
H94 6.8783 -8.3363 -7.7328  0.09
H95 4.4291 -4.3718 -11.6592  0.07
H96 3.9403 -5.9283 -11.3742  0.07
C37 3.9268 3.3264 -3.6592  -0.07
C38 4.2141 4.7663 -3.4117  -0.46
C39 2.9788 5.6657 -3.7586  -0.16
O11 2.6265 5.6929 -5.1491  -0.18
C40 3.5256 6.2883 -5.9662  -0.17
N9 4.4869 4.8939 -1.9927  0.03
H97 4.7239 2.7488 -3.1911  0.08
H98 3.6531 3.1128 -4.6924  0.08
H99 3.0136 3.1123 -3.1039  0.08
H100 5.0872 5.0836 -3.9818  0.13
H101 3.1169 6.6796 -3.3833  0.12
H102 2.0809 5.3227 -3.2445  0.12
H103 3.1483 6.2740 -6.9887  0.09
H104 4.4972 5.7943 -5.9741  0.08
H105 3.7094 7.3414 -5.7532  0.09
H106 3.7958 4.3197 -1.5314  0.06
H107 5.3328 4.3839 -1.7819  0.07
C41 -0.5706 1.9320 -9.0936  -0.07
C42 -1.8796 2.2913 -8.3847  -0.45
C43 -2.8243 1.0632 -8.3250  -0.21
O12 -3.2933 0.8025 -9.6169  -0.18
C44 -4.3604 1.6981 -9.9598  -0.10
N10 -1.4927 2.6480 -7.0416  0.03
H108 -0.7978 1.6185 -10.1125  0.07
H109 0.0712 1.1412 -8.7053  0.08
H110 0.0803 2.7926 -9.2473  0.07
H111 -2.4181 3.1026 -8.8746  0.12
H112 -3.6492 1.1911 -7.6240  0.12
H113 -2.1930 0.2249 -8.0304  0.13
H114 -3.9318 2.6596 -10.2425  0.08
H115 -5.1081 1.8096 -9.1746  0.09
H116 -4.9000 1.3417 -10.8372  0.09
H117 -2.3621 3.0434 -6.7131  0.07
H118 -0.8166 3.3982 -7.0284  0.07
C45 3.0112 8.6217 8.8574  -0.06
C46 2.1349 7.4184 9.1940  -0.45
C47 2.7975 6.3839 10.1275  -0.21
O13 3.9405 5.8935 9.4560  -0.19
C48 4.7253 5.1401 10.3405  -0.12
N11 0.8788 7.8443 9.7734  0.03
H119 2.5519 9.1427 8.0174  0.07
H120 3.9665 8.3328 8.4193  0.07
H121 3.1614 9.1816 9.7805  0.08
H122 1.9405 6.9047 8.2525  0.14
H123 2.0746 5.5959 10.3386  0.13
H124 3.0951 6.8408 11.0714  0.12
H125 4.1388 4.4113 10.9000  0.09
H126 5.3415 5.8474 10.8956  0.09
H127 5.5164 4.6756 9.7519  0.09
H128 0.5734 8.6295 9.2164  0.07
H129 1.0373 8.2080 10.7022  0.07
C49 -3.4866 4.0652 6.2792  -0.05
C50 -4.9239 4.6109 6.0425  -0.43
C51 -5.4981 4.3790 4.6022  -0.17
O14 -4.4532 4.5688 3.6063  -0.19
C52 -4.9523 4.5167 2.2742  -0.13
N12 -5.7762 4.0981 7.0693  0.02
H130 -3.2504 3.0675 5.9092  0.08
H131 -3.2703 4.1278 7.3457  0.07
H132 -2.8264 4.7620 5.7628  0.07
H133 -4.9472 5.6931 6.1701  0.13
H134 -6.2398 5.1384 4.3545  0.11
H135 -6.0720 3.4536 4.5522  0.12
H136 -4.1677 4.7349 1.5496  0.08
H137 -5.8322 5.1175 2.0443  0.08
H138 -5.1544 3.4964 1.9482  0.08
H139 -6.7679 4.1813 6.8970  0.07
H140 -5.6371 3.1006 7.1448  0.07
C53 -9.4946 0.8434 -0.7842  -0.09
C54 -10.6759 1.7921 -0.7486  -0.34
O15 -10.3528 3.1459 -0.4902  -0.08
H141 -9.6972 -0.1406 -1.2070  0.07
H142 -8.9281 0.8477 0.1471  0.07
H143 -8.7814 1.3032 -1.4682  0.06
H144 -11.3433 1.4436 0.0396  0.11
H145 -11.3299 1.7801 -1.6205  0.11
H146 -10.1443 3.6592 -1.2741  0.08
C55 -1.3507 -7.9713 -6.4049  -0.08
C56 -1.7039 -9.3497 -5.7791  -0.33
O16 -2.7233 -9.9789 -6.5224  -0.09
H147 -2.2417 -7.3614 -6.2561  0.07
H148 -1.0588 -8.0538 -7.4518  0.07
H149 -0.4659 -7.6435 -5.8592  0.07
H150 -1.9247 -9.2848 -4.7137  0.11
H151 -0.8928 -10.0771 -5.8126  0.10
H152 -2.3211 -10.6181 -7.1152  0.08

Entry 3:
The following is a quantum chemistry calculation of a 2-piece molecular cluster, C7H7N overall, from the Open Molecules 2025 dataset.

orbital gap: 9.996 eV
SMILES: c1ccncc1.C#C
HOMO energy: -9.382 eV

Each line ends with the Löwdin charge.
Geometry (Å):
C1 -2.8005 -0.2143 -0.0864  -0.07
C2 -1.9591 -1.3399 0.0452  -0.06
C3 -0.5522 -1.0455 0.0747  -0.21
N1 -0.0557 0.1172 -0.0791  0.01
C4 -0.7923 1.3009 0.0871  -0.11
C5 -2.1848 1.1007 -0.0874  -0.10
H1 -3.8958 -0.2845 -0.0841  0.10
H2 -2.4873 -2.2641 0.2412  0.09
H3 0.2286 -1.9243 -0.0837  0.14
H4 -0.4454 2.4203 0.3054  0.14
H5 -2.6971 2.1189 -0.0039  0.11
C6 4.8385 -0.1210 -0.0274  -0.06
C7 3.6504 0.1579 0.0274  -0.06
H6 5.8802 -0.5547 -0.2357  0.05
H7 2.6074 0.6345 0.2156  0.04

Entry 4:
The following is a quantum chemistry calculation of an isolated ion of composition C2H2FO3S and charge -1, from the Open Molecules 2025 dataset.

net charge: -1
orbital gap: 9.373 eV
SMILES: C=C(F)S(=O)(=O)[O-]
HOMO energy: -5.206 eV

Each line ends with the Löwdin charge.
Geometry (Å):
C1 1.2156 -0.2596 -0.7153  0.02
C2 0.3017 -0.5560 0.3115  -0.30
F1 0.5965 -1.6095 1.1888  -0.03
S1 -1.1454 0.5866 0.2840  0.42
O1 -1.8743 0.0337 1.4311  -0.40
O2 -1.7562 0.2064 -0.9957  -0.37
O3 -0.5316 1.8938 0.5374  -0.37
H1 1.1002 0.5697 -1.2768  0.00
H2 2.0935 -0.8652 -0.7650  0.03

Entry 5:
The following is a quantum chemistry calculation of C7H15NO2 as an isolated structure, from the Open Molecules 2025 dataset.

orbital gap: 8.015 eV
HOMO energy: -7.533 eV

Each line ends with the Löwdin charge.
Geometry (Å):
C1 0.7137 1.2000 0.1874  -0.49
C2 0.7291 1.6226 -1.2723  -0.07
C3 -0.1449 2.0994 1.0495  -0.06
N1 1.9906 1.0327 0.7571  0.07
H1 0.1605 -0.1258 -0.1395  0.15
H2 2.1123 0.2007 1.3267  0.08
H3 2.7393 1.0571 0.0732  0.08
H4 -0.2838 1.6549 -1.6701  0.08
H5 -1.1546 2.1702 0.6488  0.08
H6 1.3097 0.9149 -1.8693  0.08
H7 1.1931 2.6068 -1.3841  0.09
H8 0.2697 3.1117 1.0554  0.09
H9 -0.1737 1.7435 2.0794  0.08
C4 0.2180 -2.7393 -1.3268  -0.02
C5 -1.8742 -0.5952 1.2211  -0.04
C6 -0.4772 -0.9366 0.7753  -0.46
C7 -0.7260 -1.6166 -1.0225  -0.32
O1 0.3065 -1.5944 1.4499  -0.01
O2 -1.5944 -1.1951 -1.7279  0.08
H10 0.8483 -2.4429 -2.1682  0.09
H11 0.8652 -2.9388 -0.4742  0.07
H12 -2.3371 0.0982 0.5204  0.08
H13 -2.4908 -1.4947 1.2553  0.10
H14 -1.8577 -0.1915 2.2331  0.08
H15 -0.3415 -3.6418 -1.5778  0.09

Entry 6:
The following is a quantum chemistry calculation of a 2-piece molecular cluster, H3OS2 overall, from the Open Molecules 2025 dataset.

net charge: -1
orbital gap: 6.300 eV
HOMO energy: -2.588 eV

Each line ends with the Löwdin charge.
Geometry (Å):
O1 -1.5194 -1.2847 -1.8458  -0.15
H1 -1.2030 -2.1727 -1.8473  -0.02
S1 0.8273 -0.6114 0.7388  -0.40
S2 0.0366 1.3070 0.2947  -0.13
H2 -0.9103 -1.0535 -1.0560  -0.05
H3 0.4449 2.3746 1.1346  -0.25

Entry 7:
The following is a quantum chemistry calculation of C8H19IN as an isolated structure, from the Open Molecules 2025 dataset.

net charge: +1
orbital gap: 9.653 eV
HOMO energy: -13.293 eV

Each line ends with the Löwdin charge.
Geometry (Å):
C1 3.2883 -1.0001 1.4813  -0.10
C2 -2.0865 -0.4620 0.6154  -0.03
C3 -1.4504 1.9095 0.6209  -0.04
C4 -0.0590 -1.2197 -1.4609  -0.12
C5 2.3973 -0.7946 0.2406  -0.24
C6 1.0092 -0.0934 0.5827  -0.29
C7 -1.3914 0.5609 -0.2066  -0.55
C8 0.1287 0.0084 -0.6043  -0.61
N1 -2.0046 1.0808 -1.4627  0.21
I1 1.0603 1.7493 -1.8624  0.95
H1 3.4046 0.0167 1.9155  0.08
H2 4.3116 -1.3944 1.2171  0.09
H3 2.9563 -1.7862 2.2493  0.10
H4 -3.2112 -0.2429 0.8280  0.14
H5 -2.1156 -1.4235 0.0787  0.09
H6 -1.5675 -0.4193 1.6002  0.11
H7 -0.8159 2.7436 0.0607  0.09
H8 -2.5224 2.0336 0.7909  0.09
H9 -1.0621 1.8664 1.6568  0.10
H10 -1.0976 -1.2678 -1.7925  0.07
H11 0.6612 -1.3245 -2.3070  0.10
H12 0.1141 -2.1831 -0.9281  0.11
H13 1.9138 -1.7015 -0.3140  0.12
H14 2.9402 -0.2248 -0.4828  0.06
H15 0.4017 -0.6489 1.3153  0.12
H16 1.0220 0.8246 1.2563  0.13
H17 -1.2006 1.5769 -1.7903  -0.05
H18 -2.8291 1.4733 -1.2052  0.12
H19 -2.1952 0.3427 -2.0929  0.15

Entry 8:
The following is a quantum chemistry calculation of the molecule C4H11NOS, from the Open Molecules 2025 dataset.

orbital gap: 9.599 eV
HOMO energy: -8.942 eV

Each line ends with the Löwdin charge.
Geometry (Å):
C1 -0.5321 1.4278 -1.1579  -0.09
C2 -0.6275 -1.1204 -0.8200  -0.12
C3 -0.4283 0.3996 1.1395  -0.07
C4 -0.0601 0.2055 -0.3722  -0.68
N1 1.9656 -1.5597 0.1061  -0.31
O1 2.1884 1.1722 0.7499  -0.37
S1 1.8173 0.0324 -0.5168  1.01
H1 -0.6636 1.2842 -2.1736  0.05
H2 -1.5230 1.6880 -0.8177  0.09
H3 0.0952 2.3287 -1.2057  0.09
H4 -0.6119 -1.3558 -1.8227  0.05
H5 -1.6615 -1.1496 -0.5228  0.08
H6 -0.1025 -1.9320 -0.2978  0.06
H7 0.4651 0.1479 1.6322  0.03
H8 -0.6158 1.4410 1.3626  0.07
H9 -1.4020 -0.2590 1.2460  0.13
H10 2.8294 -1.9645 -0.2264  -0.06
H11 2.9973 0.9241 1.2180  0.05

What did we get for max |F|? Answer: 0.445 3.388 5.254 6.891 4.201 2.502 4.218 4.207 eV/A, in the order shown.